Here is a structure of composition C40H78BeF3O20 at a distorted geometry from the OMol25 dataset. Energies are from the ωB97M-V functional and the def2-TZVPD basis.

Kohn-Sham gap (spin up / spin down) = 0.23159 / 0.26524 hartree
2S+1 = 2
largest force on an atom = 4.632 eV/Å
⟨S²⟩ = 0.75
net charge = 0
calculated total energy = -92237.322 eV
molar mass = 945.0 g mol⁻¹

Element x y z (Å)
1 F -0.6585 28.3388 -2.1772
2 F -2.7465 27.8796 -2.7691
3 F -2.3020 29.6938 -1.7546
4 O -5.8766 22.6342 -2.4235
5 O 0.9328 25.8133 -4.8533
6 O -5.2452 24.7671 -1.6752
7 O -8.7169 29.7524 0.8113
8 O -4.9676 28.3360 4.0994
9 O -3.6003 28.3997 -7.0870
10 O -3.5499 27.6619 0.1762
11 O -6.8158 30.5388 0.7037
12 O -0.5270 33.2008 2.4491
13 O -6.8434 27.1501 4.3487
14 O -6.7614 26.9881 -1.3905
15 O -3.8877 24.3467 1.1320
16 O -4.2869 26.1803 -6.9379
17 O -4.5716 23.8752 -3.7521
18 O 2.7835 32.3374 -1.5310
19 O -5.1447 26.3370 2.9864
20 O -1.3947 28.2195 0.7192
21 O 2.4972 26.2909 -0.6215
22 O -3.3085 27.1830 -8.7909
23 O -6.9351 28.2558 1.0909
24 C -2.6216 24.5432 1.6838
25 C -6.3828 27.7897 -2.5095
26 C 4.0067 27.9345 -1.2720
27 C 0.4836 28.4031 2.2822
28 C -1.9192 28.3799 -1.7675
29 C -5.2000 23.8606 -2.4679
30 C 0.0885 24.8159 -5.4638
31 C -7.4600 29.3794 0.9406
32 C 2.2901 26.5698 -1.9898
33 C -8.0452 26.3235 -1.6965
34 C -7.5459 27.7963 -3.4179
35 C -3.9904 28.8485 -5.8021
36 C -0.0301 27.7387 0.9029
37 C 0.5654 32.2678 -0.9439
38 C -3.9309 24.9684 -4.3031
39 C -3.7508 27.1636 -7.5470
40 C -4.3835 23.1004 1.6068
41 C -2.8326 33.7245 2.2296
42 C -7.6604 26.1348 3.9905
43 C 0.3632 26.6358 -6.8841
44 C -3.8658 23.1530 3.0411
45 C 0.6315 31.7164 -2.3758
46 C 3.7509 26.7411 -0.2567
47 C -1.4431 33.9945 1.6464
48 C -6.7181 22.3116 -1.3544
49 C 0.6979 27.0698 -5.5010
50 C 1.9974 32.1131 -0.3570
51 C -9.8154 28.8278 0.9607
52 C -5.4682 30.4990 0.4445
53 C -3.5503 26.1416 -9.7439
54 C -2.1950 27.6043 -0.3360
55 C -1.2396 32.1465 2.9856
56 C 2.1260 31.9007 -2.7755
57 C -8.6948 27.2501 -2.6336
58 C -2.4051 23.6364 2.8844
59 C -0.5011 25.4323 -6.7538
60 C -2.6865 32.2001 2.4692
61 C -3.5706 28.5266 3.8213
62 C 2.8747 27.9194 -2.2856
63 C -5.6293 27.2328 3.7104
64 Be -5.5670 26.0788 0.5222
65 H -1.2202 35.0337 1.8882
66 H -3.4348 28.2698 -5.0642
67 H -1.8196 24.3006 0.9866
68 H -0.2756 28.1884 3.0342
69 H -4.4987 25.8928 -4.4086
70 H -8.6227 26.1552 -0.7874
71 H 3.2269 28.0656 -3.3068
72 H -0.7910 24.4469 -4.9362
73 H -4.5476 23.8167 3.5729
74 H -1.9742 24.0034 3.8159
75 H -0.0534 26.6581 1.0441
76 H -3.6165 33.8362 1.4805
77 H -3.9264 22.2575 1.0883
78 H -2.5244 25.5245 2.1481
79 H -4.9811 30.2543 1.3885
80 H -7.0908 25.3019 3.5782
81 H -3.1332 26.3725 -10.7241
82 H -9.2136 27.9921 -2.0266
83 H -8.3906 26.4988 3.2676
84 H 2.2515 28.7988 -2.1236
85 H -0.6872 31.2379 2.7459
86 H 1.1769 26.3633 -7.5562
87 H -2.8340 31.6814 1.5220
88 H -5.0421 28.6024 -5.6552
89 H -3.0182 29.0910 4.5725
90 H 0.6456 27.9549 0.0753
91 H 2.2161 32.5894 -3.6156
92 H -1.5143 25.7083 -6.4616
93 H 3.7444 26.9913 0.8042
94 H -0.1709 31.6934 -0.3817
95 H 4.4589 25.9567 -0.5243
96 H -3.3609 29.0833 2.9079
97 H -3.4098 31.7815 3.1691
98 H 1.4601 27.9421 2.4305
99 H -7.1819 21.3287 -1.4375
100 H 0.3541 33.3346 -0.8704
101 H -0.0072 27.7151 -4.9771
102 H 2.7906 25.7301 -2.4720
103 H -0.1871 27.3964 -7.4380
104 H -2.9209 27.6578 3.7152
105 H -1.4461 33.8209 0.5703
106 H -0.2986 24.7300 -7.5624
107 H -9.3804 26.6418 -3.2236
108 H 1.2158 26.5553 -2.1734
109 H -5.4657 23.0216 1.5031
110 H -10.7601 29.1348 0.5119
111 H -4.5930 25.8499 -9.8691
112 H -7.5317 22.9891 -1.0951
113 H -1.2122 32.4244 4.0392
114 H 2.2012 32.7070 0.5340
115 H 0.7047 23.9583 -5.7341
116 H 5.0069 28.0207 -1.6966
117 H 2.4496 30.8650 -2.8786
118 H -2.9943 34.3502 3.1074
119 H -3.4718 24.7387 -5.2646
120 H -3.8127 22.1465 3.4559
121 H 2.0247 31.0738 -0.0296
122 H -7.9666 25.2837 -2.0138
123 H -6.2833 28.8241 -2.1805
124 H -9.9476 28.4874 1.9878
125 H -5.1535 29.8207 -0.3486
126 H 3.8258 28.8435 -0.6984
127 H -7.7401 28.8539 -3.5964
128 H -3.3044 25.3818 -3.5127
129 H -9.5195 27.9488 0.3882
130 H -5.4649 27.4592 -2.9956
131 H 0.6833 29.4558 2.0818
132 H -6.1304 22.3550 -0.4375
133 H -5.1352 31.5276 0.3054
134 H -0.0918 32.0749 -3.1082
135 H -3.0295 25.2422 -9.4154
136 H 0.5825 30.6387 -2.2198
137 H -1.8800 26.5610 -0.3547
138 H -3.7113 29.8934 -5.6667
139 H -7.3626 27.2747 -4.3572
140 H -1.7449 22.8698 2.4787
141 H -8.3920 25.9065 4.7656
142 H 1.6192 27.6516 -5.5321

Atom charges from the Mulliken analysis, given in e for atoms 1 to 6: number 1, F, carries -0.057; number 2, F, carries -0.227; number 3, F, carries -0.301; number 4, O, carries -0.405; number 5, O, carries -0.297; number 6, O, carries -0.240